Entry 1:
Entry from OMol25: 11 unconnected molecules or ions with the total composition C24H73N11O15 in a non-equilibrium geometry (the ωB97M-V functional and the def2-TZVPD basis).

CARTESIAN COORDINATES (ANGSTROEM)
C  -0.21404  -28.94959  8.18404
O  -1.73164  -20.37257  1.44678
H  -0.40070  -24.41676  9.82426
C  3.69098  -20.81440  0.96634
H  3.75279  -27.53029  8.44803
C  -6.62088  -25.30803  6.47888
H  -5.62606  -23.73196  4.55654
H  2.69350  -19.38159  8.07214
C  3.58186  -26.56529  7.92645
H  -3.49897  -21.13085  4.17196
H  -2.75005  -22.06650  7.68088
H  0.07080  -22.06769  9.73648
H  -6.45975  -22.40400  4.94812
H  -1.42637  -24.40201  6.71951
H  -0.97490  -20.26035  4.25958
H  -6.70238  -25.79797  7.47226
C  1.11748  -27.07151  7.46396
H  -0.81868  -20.66126  1.36498
C  -3.84521  -25.39512  2.11737
C  -3.74555  -21.62240  7.88943
N  1.03150  -23.00824  -0.42339
H  -7.10527  -23.20564  6.92170
C  -2.97921  -26.50422  7.32568
H  -2.46997  -26.55704  3.20518
H  -2.03959  -26.22877  5.40040
C  0.74640  -22.58708  10.42401
N  -0.70822  -24.00533  0.84858
O  1.08267  -28.38711  7.94164
N  2.45926  -25.25915  6.26429
C  0.43200  -23.15474  0.81104
H  -4.02601  -21.79611  8.95637
O  1.84915  -20.70395  11.47171
H  -0.89060  -23.66407  11.33271
H  1.97572  -22.63967  -0.53972
H  -0.00983  -29.99579  8.41998
H  1.90627  -18.91464  10.52892
C  2.52186  -26.65165  6.84818
N  2.75513  -20.15534  1.84008
H  0.32183  -26.90820  6.76138
H  -3.35406  -27.33099  5.49713
C  4.36766  -24.83138  2.83392
C  -3.47267  -26.71182  2.74987
H  1.76164  -20.31597  1.75246
H  -3.37194  -27.45775  1.92995
N  -3.97464  -27.17142  8.00055
H  3.18772  -25.84958  8.66719
N  -0.63290  -23.96477  6.27551
H  -1.08617  -24.09597  1.74403
H  0.33753  -19.38932  10.65259
H  -4.18362  -24.06067  6.71712
H  1.71857  -25.28452  5.54816
C  3.44003  -20.04377  7.65472
H  3.19446  -19.78753  2.66386
O  -2.41981  -25.61943  7.96102
N  -6.50440  -23.41895  5.01905
H  1.84366  -22.18391  7.95885
H  2.74031  -27.27410  5.96204
H  0.11772  -21.43779  12.20969
H  3.62035  -22.89314  2.57834
H  -3.39722  -19.55702  3.35165
H  -4.05465  -27.06506  8.98796
C  -2.33779  -21.15369  2.45586
N  4.99992  -21.02443  1.47990
C  3.44249  -23.70453  3.28021
N  -2.75624  -26.64730  5.98016
H  -0.67344  -28.44276  9.05436
H  3.84873  -23.97166  5.17055
C  -5.03131  -23.52225  7.14469
H  -4.83972  -25.46142  1.65014
O  3.34946  -21.13734  -0.18504
O  -3.99206  -24.47252  3.14139
H  1.01918  -22.41818  5.12337
C  -0.65743  -23.67173  4.97206
H  -3.15077  -24.23165  3.55971
H  1.27653  -20.26670  9.51111
H  -3.08653  -21.76614  1.93627
H  -4.32814  -28.11323  7.65656
C  1.32274  -19.81167  10.50169
H  5.02279  -21.61551  2.30360
H  2.03562  -24.67874  7.00400
O  -1.79906  -19.90523  4.62640
H  -0.82018  -28.90285  7.28763
C  -2.84308  -20.43785  3.68247
H  -5.11071  -26.60095  3.92854
O  5.71025  -24.44208  2.69424
H  -1.55515  -21.91156  2.71418
H  0.30617  -22.61346  3.56056
C  -0.02055  -23.90679  10.73744
O  4.07520  -20.71084  8.74260
H  2.55390  -22.08438  9.83794
H  -0.01315  -23.35958  6.80914
H  5.59971  -21.42881  0.72576
H  4.33768  -25.57336  3.64543
H  -3.73375  -20.56054  7.66567
C  -6.38459  -23.77906  6.38290
H  4.15761  -19.40505  7.08783
N  0.18595  -22.71142  4.56736
H  4.99386  -20.76830  8.48367
N  1.95727  -22.88845  9.69871
O  -1.41521  -24.21779  4.20514
H  1.60707  -22.44755  12.37343
O  1.61812  -21.55621  7.23183
H  4.44798  -26.06997  7.51662
C  1.02412  -21.80358  11.71588
O  0.75628  -22.50944  1.82165
H  -0.67483  -24.78899  0.16669
H  -7.43360  -25.59253  5.89600
O  3.93305  -23.22562  4.52503
H  2.37747  -20.33857  5.88712
H  -3.11851  -25.08764  1.33768
H  3.95277  -25.27349  1.92217
O  -4.49732  -27.27603  3.58890
O  -4.67690  -22.09164  6.94682
H  0.85471  -23.77941  -1.05797
H  -5.75249  -25.82744  6.01272
H  3.48509  -21.67929  6.28408
C  2.75927  -20.95928  6.70166
H  0.57416  -24.71073  11.23747
H  0.94213  -26.41479  8.31831
H  2.37389  -23.75125  10.00719
H  6.11544  -24.28225  3.54946
H  2.39807  -24.02960  3.36882
H  -5.20235  -23.73075  8.19078

Output
LUMO (eV): 0.211
Largest force on an atom (eV/Å): 4.15
Energy (eV): -73176.2601
Gap between HOMO and LUMO (eV): 9.161
HOMO (eV): -8.949
Molar mass (g mol⁻¹): 755.9
SMILES: COC[C@H](C)N.COC[C@H](C)N.COC[C@H](C)N.NC(N)=O.NC(N)=O.NC(N)=O.NC(N)=O.OCCO.OCCO.OCCO.OCCO

Atomic partial charges in e from the Löwdin method, atoms 1 to 2: number 1, C, carries -0.08; number 2, O, carries -0.06

=====

Entry 2:
Entry from OMol25: 13 unconnected molecules or ions with the total composition C24H73N12O13 in a non-equilibrium geometry (the ωB97M-V functional and the def2-TZVPD basis).

CARTESIAN COORDINATES (ANGSTROEM)
N  -11.02795  -30.93033  4.65381
C  -7.19347  -29.35402  10.43440
O  -4.91336  -24.52271  2.42704
H  -7.39362  -34.94856  17.71792
H  -11.14153  -34.31577  11.65715
H  -6.67591  -33.72132  9.09976
C  -7.01311  -35.63623  15.89756
N  -4.79494  -26.03836  4.06710
H  0.77464  -31.21948  13.02227
N  -8.33063  -34.61577  7.70770
C  0.21447  -32.96084  11.70135
H  -6.48557  -31.95927  0.28871
H  -13.53129  -34.09035  11.09182
H  -11.17346  -25.24916  8.03276
C  -5.14787  -25.58740  2.90158
O  -7.66437  -35.69518  17.17860
H  -4.05231  -24.47276  8.56942
H  -1.96843  -25.33285  8.94089
C  -6.42976  -31.17010  1.03850
H  -5.00599  -35.54452  16.71847
H  -7.38274  -28.45605  11.02256
C  -7.80880  -35.30544  8.59782
O  -8.32536  -36.42733  8.76648
H  -5.07182  -26.98445  4.28698
H  0.62837  -34.65485  12.53664
C  -2.45109  -24.79888  9.75943
H  -3.74970  -25.36582  11.49499
H  -8.03462  -33.65012  7.70598
H  -3.79686  -29.98933  5.56794
O  -12.55578  -23.71005  9.50279
H  -5.71619  -37.22419  16.47673
H  -12.94165  -30.16561  9.79622
N  -13.63931  -29.47413  9.56124
H  -2.57363  -30.84439  8.65960
C  -2.93533  -25.74681  10.87876
H  -7.65534  -36.17649  15.20203
H  -1.78049  -24.13132  10.30051
N  -12.60646  -28.43277  11.08773
C  -6.85916  -27.80746  8.51286
H  -3.44416  -26.53127  10.31857
H  -5.15425  -36.48615  15.18792
H  -5.85110  -27.88525  8.10561
H  -4.15000  -25.45559  4.58140
N  -9.64953  -24.77015  13.11443
H  -1.48055  -34.45916  11.46531
H  -2.03033  -32.81350  11.59724
H  -10.42760  -30.96130  5.46542
C  -13.75582  -28.44370  10.36791
H  1.50477  -31.18999  11.61122
O  -11.42383  -32.50849  10.66901
H  -8.60027  -28.87704  8.96757
C  -9.11359  -25.14278  14.23718
O  -7.22651  -30.12384  8.08929
H  -13.74625  -32.62371  12.03954
C  -2.18347  -30.54333  6.74965
H  -11.33926  -24.56717  6.50703
O  -14.63155  -27.59244  10.34534
H  -13.42504  -24.24560  7.76953
O  -12.78871  -31.79272  3.62665
H  -7.76789  -30.15718  10.89602
H  -11.35087  -32.40234  6.25544
H  -7.30587  -32.15073  2.78865
H  -7.16560  -30.41242  0.76909
N  -2.93196  -30.83390  7.71536
O  -6.36825  -30.44064  3.27513
H  0.48470  -33.12730  10.65858
H  -7.33403  -27.43736  7.60421
H  -10.45877  -23.59377  7.75665
H  -6.82934  -34.16931  14.38370
C  0.50975  -31.42981  11.98608
H  -2.11236  -26.16875  11.45565
H  -10.74716  -30.30251  3.91414
H  -10.82587  -24.68034  14.92218
H  -11.80013  -21.46836  7.73086
H  -7.01582  -26.97908  9.20377
H  -1.32328  -33.59088  13.04310
O  -7.94059  -25.43924  14.33705
H  -14.28319  -29.61964  8.79682
C  -13.18465  -33.55574  11.97621
H  -5.54666  -32.27159  2.71429
O  0.97544  -33.76124  12.58764
H  -6.56324  -30.69733  4.17940
H  -9.11761  -25.18779  12.36426
H  -8.96896  -35.00280  7.02739
H  -12.69975  -24.62030  9.77168
C  -6.95552  -34.17949  15.46632
N  -12.10184  -32.55024  5.59645
C  -1.27234  -33.50910  11.95737
H  -3.88962  -30.53735  7.59262
O  -3.58582  -24.03631  9.28602
N  -6.95041  -34.65970  9.35314
C  -6.39332  -31.60579  2.54698
N  -2.79440  -30.04701  5.67680
C  -12.66522  -22.12785  7.66154
H  -12.89867  -33.15034  5.75476
N  -9.92127  -25.03751  15.19465
H  -6.17580  -29.72689  10.55031
H  -12.76303  -27.95747  11.96504
H  -13.43116  -34.21924  12.80512
H  -10.51221  -32.65511  10.40622
H  -11.34487  -32.97718  12.79111
O  -1.00327  -30.70385  6.81867
C  -11.28530  -24.27542  7.55586
H  -6.23635  -33.58362  16.02831
H  -12.83198  -22.03194  6.58865
C  -11.64553  -33.36258  11.81686
H  -5.48976  -30.69990  0.74968
N  -5.79258  -26.53676  2.25949
H  -7.89229  -33.68576  15.72473
H  -2.16640  -29.82352  4.91801
H  -6.44845  -35.13327  10.09061
H  -9.36093  -24.88857  16.02164
H  -5.88483  -27.43755  2.70689
C  -11.97576  -31.73033  4.53182
C  -12.59251  -23.62219  8.09563
C  -7.53318  -29.09894  8.98061
H  -11.98198  -29.21267  10.93980
C  -5.64101  -36.19716  16.11940
H  -0.27827  -30.80679  11.56302
H  -13.48360  -21.57131  8.11825
H  -10.57026  -24.37329  12.99252
H  -5.74298  -26.40440  1.25943

Output
LUMO (eV): 1.667
Largest force on an atom (eV/Å): 8.45
Energy (eV): -70570.2285
Total charge: -1
Gap between HOMO and LUMO (eV): 5.921
HOMO (eV): -4.253
Molar mass (g mol⁻¹): 737.9
Relative energy (zero: lowest compared OMol25 entry of this formula, charge and spin) (kJ/mol): 784.47

Atomic partial charges in e from the Löwdin method, atoms 1 to 2: number 1, N, carries 0.19; number 2, C, carries -0.11

=====

- molar mass of number 2 (C24H73N12O13)?
  737.9 g mol⁻¹

=====

- HOMO of number 1 (C24H73N11O15)?
  -8.949 eV

=====

- Look up the HOMO of the second one.
  -4.253 eV

=====

- The highest molar mass belongs to which entry?
  C24H73N11O15